Density functional theory data (ωB97M-V with the def2-TZVPD basis set) for a cluster of 8 separate species, C32H88N8O8 in total.

HOMO energy, eV: -9.084
Charge: 0
Gap between HOMO and LUMO, eV: 9.47
Maximum force, Eh/bohr: 0.043
ΔE to the lowest compared entry with this formula, charge and spin, kcal per mole: 52.0

Last column: Mulliken charge in e.
Geometry (Å):
C 2.879785 3.051187 -5.193880  -1.311
C 2.239465 2.386068 -3.946317  0.623
C 0.729227 2.337617 -3.961995  -1.142
O 0.260754 1.348082 -3.070248  -0.277
C -0.879855 0.665696 -3.544383  -1.015
N 2.822413 1.015188 -3.873711  -0.553
H 3.843328 3.417660 -4.854544  0.262
H 2.223199 3.845555 -5.548405  0.366
H 3.014110 2.267357 -5.935988  0.345
H 2.604624 2.904887 -3.054918  0.125
H 0.449851 2.099544 -5.000245  0.537
H 0.271944 3.319211 -3.797334  0.249
H -0.745548 0.313785 -4.573406  0.480
H -1.766217 1.306169 -3.630031  0.306
H -1.111046 -0.175833 -2.897773  0.215
H 2.400495 0.561390 -4.684688  0.278
H 2.423057 0.545205 -3.064862  0.205
C -6.227944 1.835728 1.251770  -0.752
C -7.109736 2.026109 2.475705  0.435
C -6.319422 1.619788 3.745054  -1.192
O -6.154180 0.214548 3.782082  -0.139
C -7.150063 -0.444643 4.558488  -0.884
N -7.528611 3.413552 2.689973  -0.759
H -5.280904 2.359802 1.395007  0.091
H -6.712344 2.271155 0.370537  0.335
H -6.069270 0.795979 0.964803  0.080
H -8.012908 1.419888 2.391663  0.350
H -6.894234 1.942078 4.619384  0.482
H -5.366067 2.148514 3.823913  0.513
H -8.102201 -0.457336 4.023523  0.260
H -7.239581 0.091470 5.509748  0.387
H -6.739767 -1.426752 4.788314  0.258
H -8.086922 3.754265 1.914669  0.285
H -6.708984 4.013581 2.720937  0.258
C -0.333279 1.704161 5.500038  -0.977
C -0.156431 0.277530 6.074406  0.251
C -1.368828 -0.591059 5.692418  0.093
O -2.436511 -0.047140 6.448816  -0.416
C -3.696206 -0.295453 5.873904  -0.635
N 1.101669 -0.366139 5.705759  -0.713
H 0.615523 2.233129 5.576696  0.414
H -1.146784 2.157666 6.064256  0.349
H -0.607911 1.647583 4.444558  -0.062
H -0.141457 0.267689 7.167039  0.348
H -1.192285 -1.647061 5.911999  0.316
H -1.573960 -0.486188 4.619911  -0.272
H -3.962201 0.555622 5.240094  0.173
H -4.466296 -0.314038 6.647878  0.359
H -3.840299 -1.207347 5.290460  0.304
H 1.272667 -0.239723 4.709824  0.209
H 1.855451 0.138835 6.160585  0.294
C 7.883675 -3.726524 -4.086100  -1.482
C 7.394513 -2.450029 -3.429732  0.855
C 6.111844 -2.668704 -2.700091  -1.057
O 5.699445 -1.460986 -2.079088  -0.138
C 4.370488 -1.516363 -1.592367  -0.492
N 8.410686 -2.066285 -2.402956  -0.797
H 8.859981 -3.623079 -4.561868  0.364
H 7.123627 -4.058471 -4.799683  0.346
H 8.061336 -4.535594 -3.375097  0.361
H 7.270360 -1.626801 -4.141356  0.248
H 6.096873 -3.476566 -1.954312  0.361
H 5.294491 -2.997320 -3.365361  0.357
H 3.718857 -1.817173 -2.414148  0.457
H 4.126675 -0.480744 -1.350730  -0.351
H 4.210522 -2.060642 -0.660028  0.365
H 9.209680 -1.607959 -2.834027  0.278
H 7.951881 -1.288037 -1.921791  0.224
C -5.217612 -1.510792 -1.476285  -1.164
C -6.196339 -0.530858 -2.132135  0.467
C -5.636080 0.878141 -2.299378  -1.021
O -4.557907 1.131871 -1.400356  0.236
C -3.839021 2.282973 -1.780669  -0.506
N -6.651898 -1.068654 -3.425312  -0.710
H -4.246093 -1.493296 -1.973574  0.216
H -5.699204 -2.464407 -1.289824  0.382
H -4.972326 -1.090399 -0.494072  0.161
H -6.980038 -0.519317 -1.370853  0.322
H -6.384535 1.676779 -2.190577  0.315
H -5.278431 1.058404 -3.322307  0.462
H -4.513223 3.120957 -1.987509  0.419
H -3.163599 2.102293 -2.622172  -0.109
H -3.241785 2.568481 -0.912386  0.137
H -7.494991 -0.557466 -3.659801  0.259
H -5.981952 -1.006626 -4.176490  0.254
C 5.081787 0.781153 1.434310  -1.088
C 5.924066 1.838785 0.720483  0.623
C 5.260374 2.438285 -0.506217  -0.450
O 6.052941 3.498149 -1.030601  -0.477
C 5.931174 3.632775 -2.417259  -0.605
N 6.270867 2.964352 1.636361  -0.867
H 5.611955 0.323978 2.269823  0.446
H 4.942858 -0.014973 0.696851  0.063
H 4.127800 1.143162 1.811108  0.281
H 6.862489 1.371106 0.396652  0.173
H 4.285634 2.906532 -0.330094  0.213
H 5.176840 1.615150 -1.226679  0.425
H 4.876297 3.778466 -2.676148  0.113
H 6.333523 2.806565 -3.012715  0.279
H 6.459840 4.511362 -2.790264  0.394
H 7.074025 2.686004 2.193241  0.299
H 6.650469 3.667739 1.003983  0.305
C -1.559867 -3.843086 -0.271701  -1.420
C -0.252693 -4.044870 0.502610  0.455
C 0.777921 -4.748591 -0.403584  -0.867
O 0.490439 -6.125325 -0.309486  -0.335
C 1.066658 -6.876822 -1.343617  -0.763
N 0.214705 -2.782153 1.061969  -0.553
H -1.978223 -4.789744 -0.635142  0.537
H -1.553470 -3.195808 -1.153134  0.232
H -2.324120 -3.457834 0.411397  0.328
H -0.439440 -4.752256 1.314767  0.360
H 1.782114 -4.547014 -0.011022  0.493
H 0.674223 -4.319398 -1.406578  0.335
H 0.851127 -6.538719 -2.361521  0.308
H 0.732503 -7.912120 -1.267787  0.273
H 2.159337 -6.938018 -1.256230  0.298
H 0.361197 -2.183328 0.245074  0.207
H -0.608669 -2.323918 1.452911  0.226
C 1.758424 1.647028 0.221516  -1.525
C 0.764593 0.593276 0.642051  1.107
C -0.542312 1.197356 1.215528  -0.647
O -1.395796 0.201630 1.682125  0.182
C -2.672482 0.636871 2.049440  -0.659
N 0.383675 -0.114098 -0.606859  -0.422
H 1.485849 2.231989 -0.661937  0.275
H 2.751360 1.262815 -0.002909  -0.282
H 1.918833 2.413593 0.990359  0.659
H 1.275052 -0.114853 1.299105  0.469
H -0.931453 1.751301 0.354109  -0.013
H -0.206446 1.897699 1.993526  0.189
H -3.193622 1.256692 1.310911  -0.177
H -2.710365 1.160611 3.012452  0.193
H -3.286437 -0.256589 2.178337  0.354
H -0.502419 -0.575535 -0.402968  0.136
H 0.167653 0.549259 -1.355597  0.162

Atoms 1-3, force components in eV/Å:
C -0.91 -0.40 1.29
C 1.40 -0.58 0.36
C -0.11 0.22 -1.03